Below is a cluster of 3 separate species, C19H35F3N2O4PS in total, with properties calculated with wB97M-V/def2-TZVPD.

Last column: Mulliken charge in e.
Atoms and positions in Å:
C: 1.56 -2.68 -0.64  -0.767
P: 1.04 -0.89 -1.06  0.113
C: 1.68 -0.56 -2.87  -0.852
N: -0.76 -0.76 -1.25  0.566
C: -1.42 -2.03 -1.72  -0.287
C: -3.08 -1.98 -1.96  0.222
C: -3.95 -3.28 -2.46  -0.636
C: -5.56 -3.03 -2.56  -0.597
C: -6.31 -2.74 -1.11  0.209
F: -7.73 -2.30 -1.12  -0.271
C: -5.62 -2.85 0.22  0.363
F: -5.69 -1.67 1.16  -0.205
F: -4.87 -4.08 0.58  -0.208
C: -3.81 -0.50 -1.67  0.022
C: -2.74 0.67 -1.14  -0.191
S: -3.45 2.40 -0.77  1.034
C: -4.18 2.99 -2.44  -0.867
O: -4.55 2.32 0.34  -0.585
O: -2.23 3.30 -0.34  -0.492
N: -1.27 0.47 -0.96  -0.452
H: 0.74 -3.34 -0.12  0.345
H: 1.94 -3.18 -1.66  0.292
H: 2.54 -2.60 0.04  0.135
H: 2.82 -0.82 -2.98  0.328
H: 1.41 0.56 -3.12  0.304
H: 0.98 -1.23 -3.55  0.266
H: -0.88 -3.04 -1.95  0.444
H: -3.72 -4.23 -1.79  0.354
H: -3.58 -3.56 -3.55  0.423
H: -6.05 -4.04 -2.98  0.374
H: -5.84 -2.20 -3.37  0.328
H: -4.96 -0.32 -1.81  0.236
H: -4.00 4.15 -2.52  0.365
H: -5.33 2.70 -2.40  0.348
H: -3.67 2.37 -3.31  0.316
C: 7.52 -3.98 0.85  -1.025
C: 6.60 -3.51 -0.26  -0.343
O: 5.37 -2.98 0.21  -0.377
C: 5.45 -1.84 1.07  -0.285
C: 6.12 -0.65 0.41  -1.063
H: 7.03 -4.73 1.48  0.291
H: 8.43 -4.42 0.43  0.384
H: 7.82 -3.16 1.51  0.265
H: 6.35 -4.37 -0.89  0.295
H: 7.10 -2.79 -0.91  0.313
H: 5.95 -2.11 2.00  0.295
H: 4.42 -1.57 1.33  0.353
H: 7.16 -0.85 0.14  0.279
H: 6.12 0.21 1.09  0.393
H: 5.59 -0.37 -0.51  0.251
C: 0.46 4.30 4.80  -0.973
C: 0.53 5.51 3.88  -0.303
O: 0.52 5.18 2.50  -0.452
C: -0.64 4.48 2.02  -0.196
C: -1.93 5.26 2.21  -0.934
H: 1.28 3.61 4.59  0.271
H: 0.52 4.61 5.84  0.384
H: -0.48 3.75 4.67  0.233
H: 1.48 6.03 4.07  0.329
H: -0.26 6.23 4.11  0.299
H: -0.70 3.49 2.48  0.227
H: -0.48 4.31 0.95  0.228
H: -2.14 5.44 3.27  0.311
H: -2.77 4.70 1.79  0.298
H: -1.87 6.23 1.72  0.271

**Electronic energy**: -2193.70099 hartree
**Net charge**: +1
**HOMO energy**: -10.803 eV
**Kohn-Sham gap**: 5.17 eV